{"formula": "C24H43AuCl2N4O5Si", "method": "wB97M-V/def2-TZVPD", "spin_multiplicity": 3, "orbital_gap_ev": [7.7, 5.0], "total_charge": 0, "species": ["C", "C", "H", "H", "H", "C", "C", "H", "H", "H", "H", "Au", "Cl", "C", "O", "N", "C", "C", "H", "H", "H", "H", "H", "H", "H", "H", "H", "C", "C", "N", "H", "C", "O", "H", "H", "H", "H", "H", "H", "C", "C", "N", "H", "C", "O", "H", "H", "H", "H", "O", "C", "C", "C", "H", "C", "H", "C", "H", "C", "C", "H", "H", "H", "Si", "Cl", "C", "C", "C", "H", "H", "H", "H", "H", "H", "H", "H", "H", "O", "C", "N"], "coordinates": [[-1.56808, -0.60270, -4.19851], [-1.10305, -1.90135, -3.62337], [-1.19345, -0.42034, -5.21414], [-1.26040, 0.21210, -3.52533], [-2.66875, -0.56471, -4.25496], [-0.60077, -2.93365, -4.33316], [-0.46671, -2.93617, -5.81800], [-0.27762, -3.84366, -3.82384], [-0.69078, -1.94298, -6.23166], [-1.16435, -3.65235, -6.28476], [0.55227, -3.23397, -6.12191], [-0.52388, -0.09320, 0.08874], [-1.38288, 1.66516, -1.19268], [-0.52969, -2.62695, 1.71207], [0.29691, -1.75282, 1.26954], [-0.13791, -3.58993, 2.52926], [1.24866, -3.69631, 2.97902], [-1.08169, -4.60399, 3.00694], [-1.59836, -2.61045, 1.43978], [1.78602, -2.77384, 2.73824], [1.74369, -4.55522, 2.50529], [1.25838, -3.88810, 4.05710], [-2.09327, -4.36142, 2.65523], [-1.06121, -4.65164, 4.10348], [-0.80804, -5.60226, 2.63822], [0.70173, 3.25129, 4.86292], [-1.30000, 4.19184, 4.28210], [1.16307, 3.40620, 3.88428], [-0.99510, 4.39785, 3.25124], [0.10858, 3.53200, 2.90787], [1.80080, 2.56528, 3.61133], [0.34613, 3.17036, 1.61541], [1.43734, 2.84484, 1.17409], [-1.83381, 4.23176, 2.56472], [-0.55438, 3.19777, 0.96811], [1.78323, 4.31006, 3.92096], [-0.71866, 5.46257, 3.19640], [1.43760, -0.18773, -3.65661], [2.08669, -2.70663, -3.51868], [2.28732, 0.06845, -3.01101], [3.00744, -2.30040, -3.06961], [2.70458, -1.11748, -2.28674], [1.99534, 0.83779, -2.28829], [3.08819, -1.01516, -0.97392], [3.00588, 0.00319, -0.30929], [3.45206, -3.05375, -2.40320], [3.48418, -1.98577, -0.58315], [3.11009, 0.43653, -3.64871], [3.71285, -2.06157, -3.88310], [-0.16531, -1.11820, -1.65992], [-1.17712, -1.96572, -2.11199], [0.14495, -3.98424, -1.24296], [-1.07696, -3.36006, -1.48532], [1.07143, -3.44648, -1.47705], [0.16387, -5.28215, -0.72575], [-2.16637, -1.54796, -1.85462], [-2.26675, -4.02069, -1.19190], [1.12178, -5.77112, -0.53802], [-1.02821, -5.95014, -0.43386], [-2.25022, -5.30997, -0.66949], [-3.20225, -3.50431, -1.41440], [-1.01221, -6.95244, 0.00153], [-3.18885, -5.80878, -0.42918], [-0.40557, 6.24359, -3.16912], [-0.70062, 5.01109, -4.83378], [1.43816, 6.24102, -2.85769], [-1.45714, 5.37237, -1.90395], [-0.98268, 8.02437, -3.45132], [1.82772, 5.21563, -2.88172], [1.67429, 6.68064, -1.88039], [1.95978, 6.82361, -3.62947], [-0.36511, 8.52586, -4.21091], [-0.89701, 8.59635, -2.51317], [-2.03312, 8.05233, -3.77422], [-1.18637, 4.31036, -1.82340], [-2.51135, 5.41511, -2.21301], [-1.36953, 5.83108, -0.91178], [-0.44845, 0.04030, 4.12540], [-0.63942, 0.36924, 2.99569], [-0.85733, 0.75046, 1.86330]], "forces_ev_per_angstrom": [[-0.2, 0.4, 0.0], [0.7, -1.5, -0.7], [0.0, 0.0, 0.4], [-0.1, 0.0, -0.4], [0.3, 0.0, 0.1], [-0.4, 0.6, 0.4], [0.0, 0.0, -0.5], [-0.1, 0.2, 0.0], [0.2, -0.5, 0.0], [0.2, 0.2, 0.2], [-0.4, 0.1, 0.1], [0.3, 0.2, -0.3], [-0.4, 0.6, -0.5], [1.8, 1.5, -0.6], [-1.4, -2.3, 0.9], [-0.4, -0.4, 0.1], [0.1, -0.1, 0.0], [0.1, 0.0, 0.0], [0.4, 0.0, 0.1], [-0.2, -0.3, 0.1], [-0.1, 0.2, -0.1], [0.0, 0.2, -0.1], [0.3, -0.1, 0.2], [-0.1, 0.2, -0.2], [0.0, 0.3, -0.1], [0.2, -0.1, 0.0], [-0.2, 0.0, -0.2], [0.1, 0.2, -0.1], [-0.1, 0.0, -0.1], [0.0, 0.0, -0.1], [-0.1, 0.1, 0.1], [0.3, 0.3, -0.5], [-0.5, 0.0, 0.4], [0.1, 0.0, 0.2], [0.2, 0.2, 0.3], [0.0, 0.0, 0.1], [0.0, -0.1, 0.0], [0.1, 0.1, 0.1], [0.3, 0.1, 0.1], [0.0, 0.0, -0.1], [-0.1, 0.1, 0.1], [0.4, -0.1, 0.3], [0.1, -0.1, -0.2], [-0.1, 0.5, -0.2], [0.0, -0.9, -0.3], [-0.1, 0.1, -0.3], [-0.2, 0.4, 0.0], [-0.2, 0.0, 0.2], [-0.1, -0.1, 0.3], [0.3, -0.5, 0.4], [-0.8, 0.0, -0.7], [0.1, 0.0, -0.1], [0.2, 0.3, 0.0], [-0.4, -0.3, 0.2], [0.0, 0.0, 0.1], [0.2, -0.1, 0.4], [-0.1, 0.1, -0.1], [-0.3, 0.1, -0.1], [-0.1, 0.3, 0.0], [0.2, -0.1, 0.1], [0.1, -0.2, 0.2], [0.0, 0.3, -0.2], [0.2, 0.1, -0.1], [0.0, 0.1, 0.1], [0.0, 0.3, -0.3], [0.0, -0.1, 0.0], [0.0, 0.0, 0.2], [0.0, -0.3, -0.1], [-0.1, 0.2, 0.1], [0.0, -0.1, -0.1], [-0.1, -0.1, 0.2], [-0.2, -0.1, 0.2], [0.0, -0.2, -0.2], [0.3, 0.0, 0.1], [0.0, 0.3, 0.0], [0.2, 0.0, 0.1], [0.0, -0.1, -0.1], [-0.2, 0.2, -0.7], [-0.1, 0.3, -1.0], [-0.1, -0.3, 2.7]]}